ORCA calculation (ωB97M-V/def2-TZVPD) on a cluster of 5 separate species, C35H32NO8PSSi in total.

As for the HOMO energy: -7.733 eV. The calculation puts the gap between HOMO and LUMO at 5.90 eV. The total energy comes out at -82670.34024 eV. Its SMILES is CCP(CC)[Si@H](N=C=S)c1ccccc1.O=C1C=CC(=O)C=C1.O=C1C=CC(=O)C=C1.O=C1C=CC(=O)C=C1.O=C1C=CC(=O)C=C1. As for the max |F|: 9.15 eV Å⁻¹.

Geometry as XYZ:
```
79
Properties=species:S:1:pos:R:3:forces:R:3:lowdin_charge:R:1
C -3.957282 -1.876788 4.628245 -1.1 0.4 0.2 -0.20
C -3.769536 -0.254685 4.759992 -0.3 -0.7 1.5 -0.49
P -2.532612 0.530624 3.543142 -1.5 0.6 -0.6 0.76
C -2.446846 -0.354525 1.861461 0.8 -0.4 -1.1 -0.46
C -1.931253 -1.908908 1.902490 -1.1 -0.2 -0.8 -0.18
Si -0.572712 0.939443 4.427264 1.2 -1.1 -0.9 0.30
N 0.050909 2.463157 3.621380 3.5 3.5 7.7 -0.09
C 0.634187 3.149416 4.666920 -1.1 -0.5 -4.4 -0.72
S 1.433253 4.245775 5.708533 -2.5 -3.5 -2.9 0.58
C 0.771724 -0.404124 4.131660 3.7 -3.4 -0.4 -0.28
C 1.109651 -1.449469 5.387635 2.5 -0.3 -4.1 -0.07
C 2.302095 -2.580224 5.166601 -1.0 2.7 -2.5 -0.07
C 3.137436 -2.657433 3.739773 -2.9 2.5 0.6 -0.08
C 2.791761 -1.647193 2.485587 -2.1 0.2 4.0 -0.08
C 1.606163 -0.512584 2.692746 1.1 -2.6 2.7 -0.06
H -4.506549 -2.076669 3.593966 1.4 0.1 2.2 0.08
H -2.952927 -2.464380 4.748589 -1.9 1.3 -0.5 0.08
H -4.677000 -2.235400 5.495495 1.4 0.7 -1.8 0.08
H -3.374567 -0.038450 5.857732 -0.7 -0.3 -2.3 0.08
H -4.803179 0.335594 4.687095 2.2 -1.5 0.0 0.08
H -3.493345 -0.204805 1.306619 2.3 -0.5 1.3 0.08
H -1.664826 0.247803 1.190617 -1.7 -1.0 1.6 0.09
H -1.092215 -2.100327 2.695438 -1.5 0.6 -1.7 0.07
H -2.869765 -2.578419 2.155643 2.1 1.2 -0.5 0.06
H -1.602771 -2.181509 0.789025 -0.4 0.4 2.7 0.07
H -0.675939 1.131205 5.875798 -0.2 0.0 0.2 -0.02
H 0.518196 -1.353677 6.407775 1.4 -0.3 -2.4 0.08
H 2.560133 -3.298917 6.077390 -0.5 1.7 -2.3 0.08
H 4.000832 -3.461024 3.643852 -2.1 1.9 0.2 0.08
H 3.427055 -1.752637 1.494578 -1.6 0.4 2.3 0.08
H 1.354733 0.249590 1.810263 0.6 -1.9 2.2 0.09
C -4.050419 -1.175350 -1.560462 -0.1 0.4 -0.3 0.02
C -4.034929 -0.477432 -2.700197 -0.1 0.0 0.5 0.03
C -3.298458 -0.961041 -3.884656 0.1 0.4 -0.7 -0.38
O -3.282090 -0.321918 -4.927617 0.0 -0.3 0.6 0.09
C -2.581537 -2.245812 -3.761415 0.1 -0.4 0.3 0.03
C -2.597028 -2.943731 -2.621681 0.1 0.1 -0.5 0.02
C -3.333499 -2.460123 -1.437221 0.0 -0.5 0.6 -0.37
O -3.349867 -3.099245 -0.394261 -0.2 0.3 -0.8 0.07
H -4.585002 -0.834552 -0.682210 0.0 0.0 0.0 0.11
H -4.556388 0.466260 -2.806705 0.0 0.0 0.0 0.12
H -2.046955 -2.586611 -4.639668 0.0 0.1 0.0 0.12
H -2.075569 -3.887423 -2.515172 0.0 0.1 0.0 0.12
C 1.915581 2.630329 -4.366069 0.0 0.0 0.4 0.02
C 1.265264 2.489578 -3.206930 0.3 -0.1 -0.2 0.01
C -0.197595 2.295329 -3.167940 -0.3 -0.1 0.5 -0.38
O -0.793899 2.168414 -2.107361 0.3 0.1 -0.5 0.08
C -0.913328 2.261041 -4.458814 -0.1 0.0 -0.4 0.02
C -0.263010 2.401791 -5.617952 -0.4 -0.1 0.2 0.03
C 1.199849 2.596040 -5.656943 0.5 0.1 -0.7 -0.38
O 1.796153 2.722955 -6.717521 -0.4 -0.1 0.6 0.10
H 2.988135 2.774333 -4.412343 0.0 0.0 0.0 0.12
H 1.776050 2.511709 -2.251720 -0.1 0.0 -0.2 0.10
H -1.985881 2.117037 -4.412540 0.0 0.0 0.0 0.11
H -0.773796 2.379661 -6.573162 0.0 0.0 0.0 0.12
C 2.247133 -5.607424 -0.840756 -0.2 0.4 0.2 0.03
C 1.605421 -4.440049 -0.949234 0.2 -0.3 0.3 0.03
C 1.142722 -3.938994 -2.258457 -0.3 0.7 0.0 -0.38
O 0.557061 -2.869687 -2.358935 0.3 -0.6 0.0 0.09
C 1.415037 -4.778218 -3.442243 0.2 -0.4 -0.2 0.02
C 2.056749 -5.945593 -3.333766 -0.2 0.3 -0.3 0.02
C 2.519447 -6.446648 -2.024543 0.5 -0.9 0.1 -0.38
O 3.105108 -7.515954 -1.924065 -0.4 0.8 -0.1 0.10
H 2.593815 -5.989140 0.111795 0.0 0.0 0.0 0.12
H 1.397444 -3.813304 -0.090307 0.0 0.0 0.0 0.12
H 1.068354 -4.396503 -4.394794 0.0 0.0 0.0 0.12
H 2.264726 -6.572338 -4.192692 0.0 0.0 0.1 0.12
C 3.971599 6.353955 -1.231548 0.1 0.4 0.1 0.02
C 3.781773 7.455837 -0.499326 0.3 -0.3 -0.3 0.02
C 2.548016 7.649417 0.287809 -0.2 0.8 0.6 -0.38
O 2.372566 8.658535 0.956696 0.1 -0.7 -0.5 0.10
C 1.533466 6.578072 0.235756 -0.2 -0.4 -0.2 0.03
C 1.723291 5.476190 -0.496465 -0.2 0.2 0.3 0.03
C 2.957049 5.282608 -1.283600 0.1 -0.6 -0.4 -0.36
O 3.132500 4.273490 -1.952487 0.1 0.7 0.5 0.08
H 4.870378 6.196574 -1.815224 0.0 0.0 0.0 0.12
H 4.516721 8.250352 -0.450184 0.0 0.0 0.0 0.12
H 0.634688 6.735451 0.819433 0.0 0.0 0.0 0.13
H 0.988345 4.681674 -0.545607 0.0 0.0 0.0 0.12
```
Positions in Å, forces in eV/Å.